172
Properties=species:S:1:pos:R:3:forces:R:3 method="wB97M-V/def2-TZVPD" smiles="O=[N+]([O-])c1ccccc1.O=[N+]([O-])c1ccccc1.COCCOC.COCCOC.COCCOC.COCCOC.COCCOC.COCCOC.COCCOC.COCCOC.COCCOC" e_lumo_ev=-0.81 e_above_lowest_kcal_mol=18.0 homo_lumo_gap_ev=8.17
O -2.625902 1.064441 5.274462 0.0 -0.5 0.1
N -2.329076 2.214610 5.067164 -0.4 0.5 -0.3
O -2.756169 2.876328 4.134815 0.1 0.1 0.2
C -1.410744 2.861327 6.004824 0.0 -0.2 0.8
C -0.791718 2.083977 6.971099 0.6 -0.1 -0.3
C 0.164661 2.683841 7.770869 0.5 0.1 0.6
C 0.401360 4.044086 7.716874 -0.8 0.7 -0.6
C -0.361826 4.834256 6.844893 0.8 -0.4 0.5
C -1.261600 4.233636 5.984953 -0.4 0.5 -0.2
H -0.970322 1.024211 7.068316 -0.1 0.0 -0.3
H 0.775035 2.101170 8.450787 -0.3 -0.2 0.0
H 1.092821 4.562964 8.366414 0.2 -0.3 0.0
H -0.159665 5.896492 6.861257 -0.4 0.1 -0.2
H -1.928986 4.820041 5.366829 0.3 0.0 -0.3
O 1.567653 -6.773596 -2.710917 0.2 0.0 0.0
N 1.119131 -5.796912 -3.276345 -0.7 0.0 0.6
O 1.030605 -4.697255 -2.753899 0.0 -0.1 -0.5
C 0.620848 -5.988655 -4.644022 0.4 0.0 -0.7
C 0.830845 -7.231430 -5.224475 0.6 0.1 -0.1
C 0.620330 -7.416646 -6.584235 -0.8 -0.3 0.9
C 0.055830 -6.394912 -7.342790 0.8 -0.7 0.3
C -0.156610 -5.157440 -6.747560 -0.5 -0.7 -0.7
C 0.108947 -4.947721 -5.404951 -0.7 0.6 -0.1
H 1.222994 -8.044168 -4.631227 0.0 0.1 0.1
H 0.755747 -8.439345 -6.912711 0.1 0.2 -0.6
H -0.182205 -6.622723 -8.373360 -0.1 0.4 -0.1
H -0.631234 -4.418770 -7.380382 0.1 0.4 0.4
H -0.247638 -3.988293 -5.047088 0.6 0.0 0.6
C -3.835507 5.743913 0.987360 -0.5 -0.1 -0.6
O -3.101498 6.944292 0.977992 0.6 -0.3 -0.1
C -3.812608 7.991941 1.587147 -1.2 -0.9 0.3
C -2.900608 9.056111 2.102466 -0.3 0.3 -0.1
O -2.368327 9.797038 1.035286 0.1 0.3 -0.1
C -1.692125 10.953455 1.504981 -0.1 -0.6 -0.3
H -4.054975 5.437520 2.015088 -0.3 0.0 -0.1
H -3.334372 4.912048 0.490491 0.7 0.4 0.1
H -4.732672 5.865427 0.359650 -0.3 0.0 0.5
H -4.422226 7.593793 2.421038 0.5 0.0 0.3
H -4.633248 8.340158 0.940258 0.5 0.5 -0.4
H -2.099700 8.612512 2.707363 0.0 -0.1 0.0
H -3.503148 9.707595 2.755351 0.1 0.0 0.0
H -0.856118 10.641694 2.139686 -0.1 0.3 0.2
H -2.410328 11.592849 2.025640 0.2 0.1 0.2
H -1.282703 11.483804 0.648919 -0.1 0.0 -0.1
C 6.750048 -3.125315 -5.287884 1.5 0.4 -0.5
O 6.478745 -4.485169 -5.070118 0.0 0.0 0.8
C 5.146499 -4.821360 -4.759574 0.0 -0.1 -0.1
C 4.512606 -4.265802 -3.490919 1.2 -0.1 0.5
O 4.710718 -2.878094 -3.342407 -0.9 0.3 -0.6
C 4.162809 -2.390850 -2.133459 -0.2 0.2 0.0
H 6.626648 -2.454958 -4.440502 -0.8 -0.2 0.0
H 6.276496 -2.788855 -6.214884 -0.3 0.3 0.2
H 7.835306 -3.035945 -5.447379 -0.2 -0.4 -0.3
H 5.212994 -5.899088 -4.596825 -0.4 -0.1 -0.2
H 4.489330 -4.612659 -5.615436 0.1 0.0 -0.1
H 4.986515 -4.728393 -2.611054 -0.2 -0.3 -0.1
H 3.457944 -4.554757 -3.521756 -0.1 0.2 0.2
H 4.901736 -2.478350 -1.337707 -0.2 -0.1 0.2
H 3.218291 -2.889424 -1.880294 0.2 -0.3 0.1
H 3.886986 -1.338617 -2.237519 0.3 0.0 -0.3
C 1.758581 4.595590 -3.098252 0.6 -0.2 -1.5
O 2.130477 4.390031 -1.775097 0.2 0.1 0.8
C 1.151833 3.978259 -0.824997 0.0 0.9 -0.2
C -0.230260 4.553696 -1.092331 0.3 -0.3 -0.3
O -0.835036 3.767931 -2.104584 -0.1 0.1 0.3
C -1.928978 4.393132 -2.731232 0.1 -0.5 -0.4
H 1.262495 5.547744 -3.327384 -0.4 -0.1 0.5
H 1.220908 3.760316 -3.551292 -0.3 0.0 0.3
H 2.681214 4.650266 -3.690735 0.1 0.0 0.3
H 1.477063 4.402641 0.129880 0.2 -0.2 0.0
H 1.153997 2.890182 -0.740132 -0.2 0.0 -0.1
H -0.133059 5.581254 -1.463341 0.1 0.1 0.2
H -0.805106 4.598645 -0.157543 -0.2 -0.2 -0.1
H -2.841362 4.230907 -2.150485 -0.1 0.4 0.0
H -2.053001 3.895274 -3.695178 -0.1 0.0 0.0
H -1.717432 5.444730 -2.941548 -0.2 0.1 0.2
C -0.471287 -2.267364 -2.009462 -0.6 -0.4 -0.3
O -0.929069 -0.989329 -1.694246 0.3 1.0 0.0
C -0.447928 -0.539612 -0.430883 -0.5 -0.2 -0.9
C -0.827660 0.896825 -0.184658 -0.5 -0.2 0.7
O -1.986230 0.956902 0.637886 0.2 -0.5 0.2
C -2.323900 2.253558 0.996021 -0.6 0.9 -0.2
H 0.581838 -2.428945 -1.758516 0.0 0.1 0.0
H -0.627380 -2.384246 -3.083072 0.2 -0.1 0.0
H -1.089027 -3.030935 -1.514764 0.2 -0.1 0.1
H 0.646098 -0.544910 -0.424208 0.0 -0.6 0.0
H -0.911879 -1.222135 0.283991 0.5 0.3 0.6
H -1.016016 1.413577 -1.129158 0.2 0.1 0.0
H -0.012446 1.362644 0.384049 0.0 0.2 -0.2
H -1.566269 2.852621 1.525426 0.4 -0.4 -0.2
H -3.163680 2.239370 1.688251 -0.1 -0.2 -0.1
H -2.606849 2.825126 0.098795 0.0 0.1 0.0
C -7.822637 1.251917 4.193068 -0.2 0.0 -0.3
O -7.267058 0.561023 3.098136 0.0 -0.3 0.2
C -6.324297 1.343933 2.424249 0.1 0.7 0.1
C -5.721379 0.615713 1.244603 0.2 0.1 1.1
O -6.692653 0.152215 0.348645 0.6 0.0 -0.6
C -7.165973 1.148506 -0.521711 -0.1 0.7 0.2
H -7.029496 1.725444 4.780947 -0.1 0.1 0.1
H -8.380025 0.555646 4.815817 0.1 -0.1 0.0
H -8.535411 2.002507 3.826774 0.1 0.2 0.2
H -5.522759 1.677355 3.106176 0.1 -0.3 0.0
H -6.761851 2.298285 2.075525 -0.3 -0.2 0.0
H -5.125985 -0.229463 1.593443 -0.2 -0.2 -0.1
H -4.993717 1.343852 0.861184 -0.2 -0.2 -0.7
H -7.623772 0.684650 -1.390645 -0.2 -0.1 0.1
H -6.381338 1.830676 -0.879440 0.2 -0.3 0.0
H -7.875989 1.805019 -0.001355 -0.2 -0.2 -0.2
C -0.760922 -10.211672 1.978064 0.6 -0.4 -0.7
O -0.606345 -9.700387 0.664281 -0.1 -0.1 0.1
C 0.263972 -8.587782 0.559144 -0.5 -0.2 0.5
C -0.382195 -7.463607 -0.202827 1.5 0.5 -0.6
O -1.386319 -6.833505 0.537649 -0.3 -0.2 -0.1
C -1.603995 -5.517517 0.087653 0.5 0.1 0.2
H -1.186837 -11.209957 1.876314 -0.4 0.2 0.0
H -1.386451 -9.552717 2.578776 0.1 -0.1 0.2
H 0.229977 -10.399640 2.411561 -0.1 0.4 0.3
H 1.204901 -8.916248 0.108245 0.0 0.2 -0.3
H 0.511154 -8.176426 1.547488 -0.1 -0.2 0.0
H -0.689116 -7.740946 -1.220508 -0.4 -0.3 0.2
H 0.455877 -6.763801 -0.387177 -0.2 0.1 0.1
H -1.795893 -5.455700 -0.989958 -0.3 -0.2 0.0
H -0.694402 -4.916903 0.248531 -0.1 0.0 0.1
H -2.416694 -5.112199 0.683737 -0.1 0.1 -0.2
C 1.673660 1.263336 3.490093 0.7 0.2 0.1
O 2.879310 1.567140 4.182877 -0.1 -0.1 0.0
C 2.599391 2.019213 5.482039 0.2 0.2 0.2
C 3.831504 2.501322 6.223974 0.6 0.2 0.0
O 4.620909 3.509062 5.625607 -0.4 0.3 -0.3
C 5.346383 3.121467 4.491113 0.5 -0.3 -1.0
H 1.977830 0.837121 2.544306 -0.2 -0.1 -0.1
H 1.100628 2.179441 3.303167 -0.2 -0.1 0.1
H 1.095124 0.530891 4.060387 -0.2 0.0 -0.1
H 2.216198 1.190612 6.101122 -0.3 0.1 -0.1
H 1.849363 2.820694 5.435630 0.0 0.0 0.1
H 4.477315 1.652209 6.490645 -0.1 -0.1 -0.1
H 3.511517 2.979666 7.152453 -0.2 -0.3 0.1
H 4.744237 2.895895 3.607901 -0.4 -0.1 0.3
H 5.972604 2.239041 4.683846 0.0 0.0 0.1
H 5.997053 3.927289 4.144340 0.0 0.2 0.6
C -0.366374 -1.166562 -7.255384 0.2 -1.6 0.1
O -0.063787 -1.460577 -5.899648 -0.1 0.8 -0.5
C 1.316335 -1.390494 -5.592431 0.1 -1.4 1.0
C 1.621169 -0.481793 -4.400363 1.4 -0.9 -0.8
O 1.246338 0.850492 -4.492161 -0.6 0.8 -0.4
C -0.093016 1.171129 -4.096645 0.3 -1.3 1.1
H 0.050269 -1.994253 -7.852809 0.2 0.4 -0.3
H 0.049473 -0.223513 -7.601445 -0.3 0.2 0.1
H -1.440180 -1.298497 -7.369314 -0.1 0.7 0.0
H 2.019772 -1.325013 -6.427038 -0.5 0.7 -0.4
H 1.530510 -2.392381 -5.174643 0.3 0.1 -0.1
H 2.718506 -0.444630 -4.364595 0.0 -0.1 0.0
H 1.372429 -1.140410 -3.555670 -0.7 1.2 0.6
H -0.050488 1.235061 -3.007469 -0.4 0.2 0.0
H -0.739644 0.331671 -4.354196 -0.3 0.2 -0.1
H -0.484567 2.108335 -4.479198 0.5 0.1 -0.4
C 0.181140 -1.985026 2.763759 0.1 -1.3 0.7
O 1.067586 -1.339105 1.910293 0.2 0.8 -0.1
C 2.129414 -2.114611 1.414303 0.1 -0.8 0.6
C 3.263250 -1.194858 0.986106 -0.4 0.7 0.7
O 4.499631 -1.841152 0.917864 0.4 -0.7 -1.1
C 5.260332 -1.856261 2.094241 -1.0 0.2 1.3
H -0.259837 -2.885819 2.310155 -0.1 0.2 -0.2
H -0.612541 -1.331685 3.118859 0.0 0.3 -0.4
H 0.693737 -2.366357 3.664825 0.1 0.2 -0.1
H 1.778903 -2.781767 0.613149 0.1 0.2 -0.1
H 2.527429 -2.781669 2.196564 -0.1 0.1 0.1
H 3.350585 -0.386201 1.723876 -0.2 0.0 -0.1
H 2.995490 -0.725680 0.035890 0.4 -0.1 -0.2
H 6.029093 -2.621813 2.067975 0.2 0.2 -0.5
H 4.628192 -2.131768 2.957523 0.0 0.0 -0.1
H 5.648179 -0.861240 2.339941 0.3 -0.1 -0.2